{
  "formula": "C24H10BF5HfN4O2S2",
  "method": "ωB97M-V with the def2-TZVPD basis set",
  "elements": ["Hf", "S", "S", "F", "F", "F", "F", "F", "O", "O", "N", "N", "N", "N", "C", "C", "C", "C", "C", "C", "C", "C", "C", "C", "C", "C", "C", "C", "C", "C", "C", "C", "C", "C", "C", "C", "C", "C", "B", "H", "H", "H", "H", "H", "H", "H", "H", "H", "H"],
  "coordinates": [[0.05784, -0.08717, -0.29280], [0.72775, -2.38276, 0.46270], [5.51417, 5.61119, 0.06158], [-1.88936, -3.75207, 0.17877], [-2.30557, -6.43998, -0.03614], [2.33495, -7.11094, -0.32565], [-0.18163, -8.09701, -0.25358], [2.74123, -4.43735, -0.10239], [-2.93334, 0.29967, -1.10819], [-2.91596, -0.02913, 1.14002], [3.91592, 5.71606, 0.03949], [2.41828, 0.41675, -0.02668], [5.68455, 4.01783, 0.06155], [0.46853, 2.30345, -0.02312], [1.75678, 2.73181, -0.00246], [-0.86562, -4.59174, 0.07444], [5.13484, 1.09788, 0.04231], [-4.24107, 0.25287, -0.65990], [3.38260, -0.51503, -0.00777], [-6.58404, 0.27563, -0.64563], [-5.41124, 0.36606, -1.38034], [4.15082, 2.09501, 0.03257], [-4.22769, 0.05593, 0.71781], [-5.38998, -0.03145, 1.45414], [2.06066, 4.09916, 0.01101], [1.30555, -6.29652, -0.19270], [3.44551, 4.48274, 0.03246], [2.80179, 1.72431, 0.00379], [4.73844, -0.21693, 0.02962], [-6.57270, 0.08258, 0.73729], [0.01144, -6.80484, -0.16280], [4.47195, 3.49699, 0.04511], [1.01351, 5.03038, -0.00340], [-1.08047, -5.95066, -0.04278], [1.50673, -4.93428, -0.07351], [-0.28578, 4.57725, -0.02754], [0.42616, -4.07523, 0.08525], [-0.51556, 3.21015, -0.03697], [-2.14455, 0.10905, 0.01362], [-5.40944, 0.51243, -2.45130], [6.17551, 1.39574, 0.05832], [-1.52706, 2.82397, -0.04794], [3.06433, -1.54467, -0.01709], [-5.37991, -0.18486, 2.52385], [-1.11928, 5.26453, -0.03911], [-7.51324, 0.01764, 1.26657], [1.25895, 6.08483, 0.00444], [5.45601, -1.02471, 0.04368], [-7.53128, 0.35548, -1.16062]],
  "spin_multiplicity": 1,
  "charge": 2,
  "e_tot_ha": -2658.1425,
  "orbital_gap_ev": 4.89,
  "homo_energy_ha": -0.50894,
  "lumo_ha": -0.3294
}

{
  "formula": "C28H56NO16S5",
  "method": "ωB97M-V with the def2-TZVPD basis set",
  "elements": ["S", "S", "S", "S", "S", "O", "O", "O", "O", "O", "O", "O", "O", "O", "O", "O", "O", "O", "O", "O", "O", "N", "C", "C", "C", "C", "C", "C", "C", "C", "C", "C", "C", "C", "C", "C", "C", "C", "C", "C", "C", "C", "C", "C", "C", "C", "C", "C", "C", "C", "H", "H", "H", "H", "H", "H", "H", "H", "H", "H", "H", "H", "H", "H", "H", "H", "H", "H", "H", "H", "H", "H", "H", "H", "H", "H", "H", "H", "H", "H", "H", "H", "H", "H", "H", "H", "H", "H", "H", "H", "H", "H", "H", "H", "H", "H", "H", "H", "H", "H", "H", "H", "H", "H", "H", "H"],
  "coordinates": [[3.54500, 20.05400, 1.15200], [8.55500, 19.61800, 7.20300], [5.78100, 15.94700, 8.23000], [9.65300, 15.26200, 3.83100], [10.86300, 19.07000, 3.26300], [8.53500, 15.98300, 3.24700], [3.34400, 21.53600, 5.75200], [7.62500, 18.83200, 6.35600], [6.19200, 16.18300, 6.84700], [4.52400, 13.57000, 4.91300], [3.52000, 19.64700, -0.26700], [5.07500, 20.36300, 5.07100], [8.48100, 21.09300, 7.12100], [3.37000, 19.41300, 6.11000], [3.76700, 15.60300, 4.45200], [11.91700, 18.39300, 3.98500], [9.48300, 19.00600, 3.70500], [6.74000, 16.01500, 9.28000], [2.78200, 13.90000, 3.62700], [4.07200, 19.20000, 2.08400], [11.02400, 15.60300, 3.56400], [6.30400, 17.57600, 4.05100], [0.63000, 14.80700, 3.56800], [0.90200, 21.77500, 5.95600], [2.21900, 21.27300, 6.60000], [10.81000, 18.43600, 8.12200], [11.34600, 20.42600, 0.90600], [10.23000, 19.10800, 6.86800], [2.18200, 19.62800, 6.59100], [4.93100, 14.45700, 8.41400], [3.78800, 14.28900, 4.28200], [2.05100, 15.03400, 3.08000], [2.97300, 22.57000, 1.97700], [3.45900, 14.97800, 8.02900], [8.69700, 13.99300, 5.85500], [8.27500, 13.37300, 4.57300], [2.75300, 16.26700, 3.63400], [12.03000, 21.08000, 2.16600], [9.35600, 13.49400, 3.53300], [10.89500, 19.13100, 1.45400], [9.38500, 15.22700, 5.58500], [4.02600, 20.37200, 5.63000], [9.52900, 18.02200, 8.99400], [11.12600, 20.79900, 3.35800], [4.08400, 21.69000, 1.35300], [1.84700, 20.31000, 1.55100], [4.50200, 17.05800, 8.57600], [3.14900, 16.23900, 8.63200], [8.43200, 19.14000, 8.84200], [1.71700, 21.81700, 1.72600], [3.13000, 22.62400, 3.03800], [4.74200, 17.80700, 9.49900], [10.17300, 21.32000, 3.11800], [3.13000, 16.87900, 2.77700], [9.75700, 17.85100, 9.98200], [3.04900, 16.10300, 9.70400], [10.12800, 18.39000, 6.14700], [11.37700, 17.54000, 7.98300], [10.94500, 19.82400, 6.49500], [0.01500, 21.40000, 6.39900], [1.75000, 19.78400, 2.40100], [0.69400, 21.25600, 4.96800], [3.01700, 23.60800, 1.58100], [1.92700, 19.16700, 7.43500], [2.02100, 16.86800, 4.07800], [10.57000, 21.12200, 0.50500], [7.45500, 18.74600, 9.04100], [0.82800, 22.84300, 5.67500], [9.89100, 18.79800, 1.09400], [7.32500, 17.99800, 4.23600], [8.73800, 19.98600, 9.30600], [1.45900, 19.46700, 5.79400], [7.27700, 13.68600, 4.26400], [2.86500, 14.20400, 8.47800], [2.43300, 21.73200, 7.59200], [12.00700, 20.31000, 0.02300], [8.18500, 12.28300, 4.70600], [9.04200, 13.57100, 2.38100], [4.29000, 17.79400, 7.72600], [5.32000, 13.84300, 7.59600], [11.32900, 21.01100, 4.42600], [5.95200, 18.21900, 3.20400], [9.37900, 13.19900, 6.36200], [10.23400, 12.75800, 3.68100], [5.00400, 21.62800, 1.90000], [12.02400, 22.13100, 1.81900], [9.16800, 17.13400, 8.33600], [4.92600, 13.94500, 9.34600], [-0.20100, 15.25300, 2.94100], [2.41100, 15.17000, 2.05600], [0.22500, 13.75500, 3.08600], [7.83200, 14.21600, 6.72100], [4.24800, 21.95100, 0.38500], [2.19800, 16.72600, 8.17300], [10.32500, 15.19000, 6.18100], [11.69500, 18.39300, 1.42800], [13.01200, 20.61300, 2.37500], [1.09200, 22.34600, 1.01800], [5.57500, 17.85100, 4.82400], [6.31200, 16.58700, 3.98400], [11.62600, 19.03300, 8.63900], [8.85900, 16.08800, 5.90800], [1.04700, 21.94500, 2.53500], [1.31600, 20.08100, 0.87500], [3.41000, 14.85700, 6.98900], [0.41900, 14.87600, 4.64900]],
  "spin_multiplicity": 1,
  "charge": 1,
  "e_tot_ha": -4349.4644,
  "orbital_gap_ev": 9.84,
  "homo_energy_ha": -0.43360,
  "lumo_ha": -0.0722
}

{
  "formula": "C9H19N5",
  "method": "ωB97M-V with the def2-TZVPD basis set",
  "elements": ["N", "N", "N", "N", "N", "C", "C", "C", "C", "C", "C", "C", "C", "C", "H", "H", "H", "H", "H", "H", "H", "H", "H", "H", "H", "H", "H", "H", "H", "H", "H", "H", "H"],
  "coordinates": [[0.13572, 1.38998, 2.23215], [-1.81118, 1.05958, 3.19316], [-1.16326, 0.64002, -1.49268], [-1.70074, 0.84133, 0.94062], [0.40942, 1.41991, 0.00327], [-0.74348, 0.56380, -0.20406], [-0.06323, -1.44274, -1.36865], [0.90272, 1.61470, 1.16767], [-1.22234, -0.75930, -2.05616], [-0.04761, -2.95164, -1.42680], [1.28679, -0.88349, -1.97117], [2.26477, 1.85982, 1.15375], [-1.14130, 1.17962, 2.08968], [-0.26168, -0.86607, 0.03354], [0.72942, -3.27199, -0.68787], [-1.24188, 1.57362, -1.97788], [-2.84169, 0.96336, 3.20262], [2.71596, 0.78640, 1.00306], [-1.46607, 1.37308, 4.12069], [2.64011, 2.24378, 0.26025], [1.15194, 1.57359, -0.69939], [0.65033, -0.83625, 0.57611], [2.08132, -0.97548, -1.17946], [2.75812, 2.28423, 1.99928], [-1.09010, -0.75867, -3.12130], [-0.99187, -3.30175, -1.33565], [1.52436, -1.43206, -2.74598], [1.31002, 0.11946, -2.27196], [0.64197, 1.31571, 3.12809], [-0.89288, -1.54587, 0.61808], [-2.74678, 0.73961, 0.77401], [-2.20317, -1.21070, -1.66893], [0.42630, -3.30560, -2.28811]],
  "spin_multiplicity": 1,
  "charge": 2,
  "e_tot_ha": -627.4788,
  "orbital_gap_ev": 8.60,
  "homo_energy_ha": -0.61291,
  "lumo_ha": -0.2969,
  "smiles": "CC1=[NH+][C@@]2(CC(C)(C)CN2)NC(=[NH2+])N1"
}

{
  "formula": "C18H16AlN3O5S3",
  "method": "ωB97M-V with the def2-TZVPD basis set",
  "elements": ["S", "S", "S", "Al", "O", "O", "O", "O", "O", "N", "N", "N", "C", "C", "C", "C", "C", "C", "C", "C", "C", "C", "C", "C", "C", "C", "C", "C", "C", "C", "H", "H", "H", "H", "H", "H", "H", "H", "H", "H", "H", "H", "H", "H", "H", "H"],
  "coordinates": [[0.34332, -2.01245, -1.08720], [-2.03877, -0.36349, -2.08361], [-4.70335, 0.76695, -1.49368], [3.63696, 0.82226, -0.81826], [4.78622, 0.25577, -1.98932], [4.19865, 1.93725, 0.37055], [3.85943, 2.30112, 2.56097], [2.52280, 0.00698, 0.19940], [5.12886, 0.05925, -4.20534], [-1.96617, -1.48846, 0.19119], [-3.18598, -0.88256, 0.11890], [2.50184, 1.39967, -2.31654], [3.05464, 0.92603, -3.44308], [1.47047, 0.68203, 2.27611], [-4.22010, -1.93958, 3.50987], [-3.46118, -1.71468, 2.37566], [1.25900, 1.88689, -2.33493], [3.66565, 1.65207, 1.56876], [3.55115, -0.74695, 2.25490], [4.45068, 0.35692, -3.26129], [-5.38908, -0.78335, 1.27760], [-3.44521, -0.17569, -1.03408], [2.77921, 0.37702, 1.56138], [0.52724, 1.93163, -3.50470], [-6.13546, -1.01305, 2.42534], [2.38446, 0.92981, -4.64873], [1.09756, 1.44640, -4.67548], [-5.55737, -1.57576, 3.54889], [-4.03734, -1.11163, 1.25517], [-1.24919, -1.31494, -0.84505], [0.81691, -0.19124, 2.24882], [1.05889, -1.11962, -0.36046], [-0.47946, 2.32285, -3.49799], [0.53733, 1.46638, -5.60056], [-5.86931, -0.35735, 0.41783], [-3.75811, -2.40182, 4.37215], [0.86713, 2.23427, -1.38790], [3.92608, -0.42616, 3.22558], [2.90571, -1.61657, 2.38171], [-7.18219, -0.73966, 2.42549], [-2.42469, -2.00914, 2.35666], [2.86990, 0.52206, -5.52329], [1.68530, 0.94256, 3.31075], [-6.14208, -1.73544, 4.44534], [4.39475, -1.03526, 1.62322], [0.96490, 1.52871, 1.80924]],
  "spin_multiplicity": 1,
  "e_tot_ha": -2673.2151,
  "orbital_gap_ev": 7.34,
  "homo_energy_ha": -0.31388,
  "lumo_ha": -0.0440
}

{
  "formula": "C22H19BrMnN4O2S4",
  "method": "ωB97M-V with the def2-TZVPD basis set",
  "elements": ["Br", "Mn", "S", "S", "S", "S", "O", "O", "N", "N", "N", "N", "C", "C", "C", "C", "C", "C", "C", "C", "C", "C", "C", "C", "C", "C", "C", "C", "C", "C", "C", "C", "C", "C", "H", "H", "H", "H", "H", "H", "H", "H", "H", "H", "H", "H", "H", "H", "H", "H", "H", "H", "H"],
  "coordinates": [[-0.63270, -3.43515, -1.03548], [0.41573, -1.09581, -0.57938], [-0.73424, -0.37333, -2.72018], [-1.05478, 0.88003, 1.18121], [-0.00241, -1.99368, 3.84625], [0.51255, 2.29391, -2.36850], [-1.96882, 1.04843, 0.08585], [0.20446, 1.57933, 1.17370], [-1.90342, 2.03254, -3.09861], [-0.96069, -0.76304, 1.40870], [1.12627, -1.69451, 1.46868], [-4.00214, 2.91809, 5.72562], [-1.84122, 3.50152, -2.87714], [3.16188, -2.75325, -3.05710], [-0.41545, 3.81258, -2.43754], [-1.90148, 1.56362, 2.53059], [2.01642, -2.52907, -2.17177], [-0.01417, -1.37817, 2.13884], [4.07263, -0.57012, -2.45257], [-0.84199, 1.32077, -2.71248], [2.23670, -4.91535, -3.68418], [-3.28643, 1.74807, 2.35937], [2.01394, -1.27590, -1.50365], [0.99342, -3.53207, -2.12710], [-1.89803, 2.44418, 4.70060], [2.01035, -2.32542, 2.25270], [1.10833, -4.69139, -2.87312], [4.15038, -1.73156, -3.17902], [1.60318, -2.52575, 3.56038], [-3.32665, 2.51596, 4.63755], [2.99299, -0.33118, -1.57265], [3.26748, -4.01185, -3.72756], [-4.00504, 2.16716, 3.44418], [-1.17579, 1.97078, 3.63107], [2.91064, 0.57414, -0.98835], [2.25297, -5.82082, -4.28733], [4.85314, 0.15502, -2.49944], [4.13081, -4.22002, -4.34912], [0.36637, -5.46943, -2.81764], [-5.01670, 2.91023, 5.72505], [-5.07951, 2.19330, 3.40166], [-0.08685, 1.86692, 3.60642], [-1.37415, 2.74139, 5.59748], [-3.52706, 3.15798, 6.58044], [-3.72095, 1.44988, 1.39712], [-2.58630, 3.78989, -2.10305], [4.98057, -1.95871, -3.83655], [-0.39785, 4.24675, -1.43644], [-2.14358, 4.02666, -3.79365], [-2.79234, 1.57053, -3.21976], [2.21897, -3.00320, 4.31769], [0.10552, 4.52831, -3.10833], [2.98505, -2.60916, 1.84654]],
  "spin_multiplicity": 5,
  "charge": 1,
  "e_tot_ha": -6536.7780,
  "orbital_gap_ev": [5.55, 6.61],
  "homo_energy_ha": [-0.36225, -0.36254],
  "lumo_ha": [-0.1583, -0.1195],
  "s_squared": 6.208
}

{
  "formula": "C3HClFNO",
  "method": "ωB97M-V with the def2-TZVPD basis set",
  "elements": ["Cl", "F", "O", "N", "C", "C", "C", "H"],
  "coordinates": [[2.81052, -0.65336, -0.00284], [-2.00501, -1.18841, -0.00457], [0.25368, -1.15330, 0.00675], [0.71067, 1.04045, -0.00181], [-0.91686, -0.45934, -0.00086], [1.19101, -0.15663, 0.00524], [-0.66767, 0.85741, 0.00175], [-1.37635, 1.71318, -0.00366]],
  "spin_multiplicity": 1,
  "e_tot_ha": -804.9459,
  "orbital_gap_ev": 10.24,
  "homo_energy_ha": -0.34908,
  "lumo_ha": 0.0272,
  "smiles": "Fc1cnc(Cl)o1"
}

{
  "formula": "C5H11O2",
  "method": "ωB97M-V with the def2-TZVPD basis set",
  "elements": ["O", "O", "C", "C", "C", "C", "C", "H", "H", "H", "H", "H", "H", "H", "H", "H", "H", "H"],
  "coordinates": [[-0.65687, 1.74239, 1.03815], [-0.15489, 1.55148, -1.16350], [1.48739, 0.91727, 0.40270], [-1.23557, -3.08259, -0.99529], [0.06588, 1.45039, 0.06600], [-1.03575, -1.58194, -0.81376], [1.59434, -0.13784, 1.50780], [0.00124, -1.32579, -0.66287], [-1.08646, -3.46728, -2.00193], [-1.58981, -1.30343, 0.09281], [-0.55217, -3.62633, -0.32378], [1.52191, 0.27816, 2.51300], [-1.50939, -0.93793, -1.54777], [2.47275, -0.77409, 1.36346], [-2.17568, -3.43782, -0.56841], [2.01316, 0.59910, -0.50049], [2.10267, 1.78051, 0.70849], [0.75360, -0.83085, 1.43863]],
  "spin_multiplicity": 1,
  "charge": -1,
  "e_tot_ha": -347.6348,
  "orbital_gap_ev": 7.64,
  "homo_energy_ha": -0.14213,
  "lumo_ha": 0.1388
}